{"formula": "C6H10N2", "method": "ωB97M-V/def2-TZVPD", "orbital_gap_ha": 0.365, "charge": 0, "energy_ha": -343.888232, "de_lowest_kj_mol": 652.4, "elements": ["C", "C", "C", "C", "C", "C", "H", "H", "H", "H", "H", "H", "H", "H", "H", "H", "N", "N"], "xyz": [[-0.613, -0.648, -0.402], [-1.199, -1.107, 0.960], [-0.981, 0.407, 0.497], [0.368, 1.203, 0.635], [1.455, 0.252, 0.886], [0.878, -0.328, -0.411], [-0.393, -0.096, -2.509], [-1.472, -1.815, -1.885], [-0.611, -1.692, 1.738], [-2.369, -1.012, 1.149], [-1.867, 1.068, 0.383], [0.618, 2.170, 1.194], [1.410, -0.575, 1.789], [2.443, 0.858, 0.612], [1.530, -0.983, -1.155], [1.433, 1.744, -0.879], [-1.276, -0.673, -1.746], [0.647, 1.225, -0.856]], "lowdin_charge": [-0.55, 0.01, -0.20, -0.32, -0.13, -0.22, 0.20, 0.13, 0.10, 0.13, 0.15, 0.15, 0.16, 0.15, 0.16, 0.02, 0.01, 0.06]}

---

{"formula": "C30H39ClFNO8", "method": "ωB97M-V/def2-TZVPD", "orbital_gap_ha": 0.303, "charge": 0, "energy_ha": -2383.159936, "smiles": "C=CCc1c(CCF)c(CCCC(=O)O)c(CCCCN(C)C(C)=O)c2c1C(=O)C=C(Cl)C2=O.CCOC(=O)OC", "de_lowest_kj_mol": 0.0, "elements": ["C", "C", "C", "C", "C", "C", "C", "F", "C", "C", "C", "C", "C", "O", "O", "C", "C", "C", "C", "C", "N", "C", "C", "C", "O", "C", "C", "C", "O", "C", "C", "Cl", "C", "O", "H", "H", "H", "H", "H", "H", "H", "H", "H", "H", "H", "H", "H", "H", "H", "H", "H", "H", "H", "H", "H", "H", "H", "H", "H", "H", "H", "H", "H", "H", "H", "C", "C", "O", "C", "O", "O", "C", "H", "H", "H", "H", "H", "H", "H", "H"], "xyz": [[3.843, -2.104, 0.874], [3.079, -1.102, 0.372], [1.636, -1.483, -0.113], [0.712, -0.220, -0.084], [0.238, 0.470, -1.283], [0.660, -0.047, -2.704], [-0.536, -0.637, -3.534], [-0.317, -0.273, -4.889], [-0.603, 1.677, -1.247], [-1.086, 2.439, -2.520], [-0.131, 3.698, -2.683], [-0.713, 4.765, -3.706], [0.439, 5.092, -4.735], [1.476, 5.486, -4.288], [0.238, 4.887, -6.096], [-0.999, 2.240, 0.046], [-1.843, 3.528, 0.246], [-3.405, 3.316, 0.346], [-3.886, 1.861, 0.696], [-4.458, 1.121, -0.585], [-5.789, 1.630, -0.985], [-6.860, 1.109, -0.069], [-6.178, 1.096, -2.304], [-6.260, -0.447, -2.598], [-6.481, 1.873, -3.172], [-0.529, 1.553, 1.261], [0.313, 0.347, 1.216], [0.789, -0.275, 2.572], [0.910, -1.455, 2.770], [1.056, 0.776, 3.700], [0.274, 1.878, 3.739], [0.535, 3.157, 4.964], [-0.879, 2.069, 2.693], [-1.940, 2.541, 3.003], [3.458, -3.153, 0.842], [4.849, -1.917, 1.313], [3.459, -0.054, 0.353], [1.226, -2.255, 0.591], [1.645, -1.981, -1.119], [1.502, -0.784, -2.660], [1.087, 0.849, -3.237], [-1.477, -0.166, -3.143], [-0.630, -1.741, -3.400], [-2.125, 2.821, -2.347], [-1.114, 1.814, -3.443], [0.868, 3.353, -3.061], [0.080, 4.203, -1.706], [-1.574, 4.299, -4.250], [-1.090, 5.696, -3.222], [-0.689, 5.135, -6.262], [-1.440, 4.094, 1.122], [-1.660, 4.174, -0.658], [-3.764, 3.977, 1.185], [-3.954, 3.696, -0.561], [-4.782, 1.981, 1.373], [-3.162, 1.238, 1.266], [-3.718, 1.274, -1.423], [-4.547, 0.008, -0.434], [-6.851, 1.776, 0.832], [-6.623, 0.066, 0.267], [-7.873, 1.194, -0.549], [-6.840, -0.601, -3.549], [-6.846, -1.000, -1.811], [-5.256, -0.923, -2.711], [1.854, 0.670, 4.463], [4.506, -5.549, 5.278], [5.409, -4.523, 4.624], [6.676, -5.097, 4.277], [6.683, -5.850, 3.172], [5.740, -6.070, 2.457], [7.920, -6.336, 3.010], [8.049, -7.235, 1.909], [5.009, -6.016, 6.129], [3.581, -5.085, 5.624], [4.248, -6.349, 4.582], [5.614, -3.718, 5.330], [4.938, -4.072, 3.748], [7.677, -6.788, 0.987], [7.521, -8.165, 2.124], [9.108, -7.456, 1.785]], "lowdin_charge": [-0.02, -0.16, -0.15, -0.08, -0.07, -0.11, -0.17, -0.08, -0.09, -0.14, -0.16, -0.08, -0.49, 0.11, 0.08, -0.08, -0.13, -0.16, -0.16, -0.20, -0.14, -0.08, -0.47, -0.01, 0.10, -0.02, -0.01, -0.30, 0.11, 0.00, -0.52, 0.64, -0.32, 0.11, 0.08, 0.06, 0.11, 0.11, 0.11, 0.10, 0.12, 0.11, 0.12, 0.11, 0.10, 0.12, 0.12, 0.11, 0.13, 0.11, 0.12, 0.09, 0.11, 0.11, 0.10, 0.10, 0.12, 0.12, 0.09, 0.09, 0.11, 0.09, 0.08, 0.08, 0.12, -0.07, -0.21, 0.04, -0.60, 0.12, 0.00, -0.04, 0.08, 0.08, 0.07, 0.12, 0.12, 0.10, 0.10, 0.09]}

---

{"formula": "C5H8N5S", "method": "ωB97M-V/def2-TZVPD", "orbital_gap_ha": 0.326, "charge": 1, "energy_ha": -867.033091, "de_lowest_kj_mol": 0.0, "elements": ["C", "C", "C", "C", "C", "N", "N", "N", "N", "N", "S", "H", "H", "H", "H", "H", "H", "H", "H"], "xyz": [[-0.130, -0.216, -0.983], [-1.426, 0.382, -1.023], [1.322, 0.119, 2.271], [-0.653, 0.611, 1.055], [0.636, -1.035, -2.006], [1.455, -0.257, 0.964], [-1.697, 0.878, 0.246], [0.321, 0.025, 0.376], [-2.278, 0.621, -2.059], [2.364, -0.164, 3.126], [-0.078, 1.005, 2.684], [0.060, -1.923, -2.209], [0.669, -0.518, -2.984], [1.676, -1.443, -1.684], [-2.575, 1.266, 0.704], [-1.913, 0.069, -2.893], [-3.347, 0.577, -2.042], [3.126, -0.508, 2.576], [2.470, 0.511, 3.879]], "lowdin_charge": [-0.10, -0.29, -0.64, -0.50, -0.02, 0.11, 0.14, -0.11, 0.12, 0.11, 1.17, 0.07, 0.09, 0.12, 0.22, 0.14, 0.15, 0.11, 0.11]}

---

{"formula": "C6H12Cl12", "method": "ωB97M-V/def2-TZVPD", "orbital_gap_ha": 0.338, "charge": 0, "energy_ha": -5757.552016, "de_lowest_kj_mol": 1449.2, "elements": ["C", "Cl", "Cl", "H", "H", "C", "Cl", "Cl", "H", "H", "C", "Cl", "Cl", "H", "H", "C", "Cl", "Cl", "H", "H", "C", "Cl", "Cl", "H", "H", "C", "Cl", "Cl", "H", "H"], "xyz": [[24.961, -35.148, -9.812], [25.906, -34.165, -8.677], [23.380, -34.303, -10.169], [25.573, -35.317, -10.699], [24.705, -36.072, -9.295], [23.821, -32.020, -9.207], [22.312, -32.700, -8.763], [23.813, -30.282, -9.141], [24.554, -32.235, -8.429], [24.100, -32.404, -10.188], [26.735, -29.375, -6.032], [25.493, -29.534, -4.803], [27.320, -27.744, -6.425], [27.529, -29.998, -5.620], [26.296, -29.760, -6.953], [28.440, -30.015, -8.815], [26.718, -30.148, -8.702], [28.984, -31.645, -9.459], [28.742, -29.207, -9.482], [28.851, -29.803, -7.828], [30.012, -30.892, -5.916], [30.107, -29.225, -5.219], [28.262, -31.361, -6.125], [30.577, -30.875, -6.848], [30.441, -31.533, -5.146], [26.554, -32.219, -7.532], [25.286, -31.019, -7.084], [26.654, -33.571, -6.323], [26.340, -32.598, -8.531], [27.551, -31.781, -7.485]], "lowdin_charge": [-0.76, 0.65, 0.51, 0.04, 0.03, -1.21, 0.53, 0.54, -0.12, -0.02, -1.27, 0.55, 0.52, -0.18, -0.25, -0.84, 0.63, 0.56, 0.05, -0.03, -0.75, 0.53, 0.71, 0.04, 0.04, -1.18, 0.51, 0.52, -0.15, -0.22]}

---

{"formula": "C52H42KN3O3S2", "method": "ωB97M-V/def2-TZVPD", "orbital_gap_ha": 0.199, "charge": 0, "energy_ha": -3793.093807, "de_lowest_kj_mol": 16.7, "elements": ["K", "C", "C", "C", "C", "C", "C", "C", "S", "O", "C", "C", "C", "C", "C", "C", "C", "C", "C", "C", "C", "C", "C", "C", "C", "C", "C", "C", "C", "C", "S", "O", "C", "C", "C", "C", "C", "C", "C", "H", "H", "H", "H", "H", "H", "H", "H", "H", "H", "H", "H", "H", "H", "H", "H", "H", "H", "H", "H", "H", "H", "H", "H", "H", "H", "N", "C", "O", "C", "C", "C", "C", "N", "C", "H", "H", "H", "H", "H", "H", "C", "C", "C", "C", "C", "C", "N", "C", "C", "C", "C", "C", "C", "H", "H", "H", "H", "H", "H", "H", "H", "H", "H"], "xyz": [[-1.842, 1.191, 1.910], [-2.043, -7.082, -1.299], [-1.982, -5.637, -0.876], [-2.880, -4.697, -1.388], [-2.815, -3.367, -1.013], [-1.843, -2.976, -0.097], [-0.959, -3.894, 0.447], [-1.030, -5.220, 0.046], [-1.623, -1.282, 0.385], [-2.941, -0.734, 0.860], [-1.408, -0.588, -1.262], [-2.485, 0.156, -1.787], [-2.326, 0.791, -2.983], [-1.092, 0.725, -3.676], [-0.906, 1.422, -4.902], [0.296, 1.392, -5.538], [1.380, 0.657, -4.982], [1.228, -0.027, -3.815], [-0.019, -0.013, -3.125], [-0.201, -0.685, -1.884], [0.896, -1.506, -1.262], [1.180, -2.806, -1.806], [0.456, -3.317, -2.917], [0.706, -4.570, -3.397], [1.699, -5.383, -2.799], [2.400, -4.921, -1.724], [2.148, -3.630, -1.195], [2.812, -3.170, -0.024], [2.506, -1.962, 0.509], [1.547, -1.122, -0.124], [1.273, 0.387, 0.853], [0.125, 1.196, 0.293], [2.722, 1.253, 0.292], [3.793, 1.408, 1.150], [4.916, 2.103, 0.703], [4.964, 2.646, -0.575], [6.179, 3.391, -1.067], [3.853, 2.489, -1.411], [2.733, 1.798, -0.987], [-2.659, -7.211, -2.188], [-2.464, -7.701, -0.504], [-1.046, -7.466, -1.521], [-3.628, -5.015, -2.106], [-3.503, -2.643, -1.433], [-0.209, -3.568, 1.162], [-0.328, -5.940, 0.453], [-3.409, 0.216, -1.224], [-3.137, 1.371, -3.411], [-1.734, 1.994, -5.308], [0.430, 1.929, -6.468], [2.335, 0.641, -5.492], [2.058, -0.582, -3.392], [-0.313, -2.708, -3.374], [0.136, -4.945, -4.239], [1.895, -6.373, -3.193], [3.152, -5.540, -1.248], [3.541, -3.811, 0.458], [2.979, -1.635, 1.431], [3.748, 1.020, 2.161], [5.759, 2.239, 1.372], [6.869, 3.610, -0.253], [5.895, 4.335, -1.535], [6.719, 2.806, -1.814], [3.871, 2.917, -2.408], [1.871, 1.676, -1.636], [-0.404, 3.870, -2.564], [-1.635, 4.440, -2.612], [-2.116, 4.903, -3.630], [-2.371, 4.506, -1.306], [-3.228, 5.556, -1.032], [-3.869, 5.584, 0.194], [-3.647, 4.552, 1.097], [-2.852, 3.512, 0.826], [-2.238, 3.512, -0.358], [0.080, 3.718, -3.433], [-0.019, 3.488, -1.717], [-3.374, 6.331, -1.775], [-4.534, 6.396, 0.456], [-4.124, 4.556, 2.070], [-1.602, 2.652, -0.568], [-1.793, -2.857, 5.342], [-2.178, -1.615, 5.837], [-1.657, -0.433, 5.326], [-0.709, -0.436, 4.278], [-0.328, -1.712, 3.792], [-0.860, -2.884, 4.310], [-0.231, 0.676, 3.631], [-0.166, 1.919, 4.222], [0.109, 2.153, 5.592], [0.302, 3.438, 6.074], [0.227, 4.555, 5.239], [-0.056, 4.352, 3.896], [-0.270, 3.071, 3.400], [-2.207, -3.773, 5.745], [-2.910, -1.561, 6.635], [-1.990, 0.517, 5.726], [0.415, -1.749, 2.999], [-0.533, -3.838, 3.906], [0.203, 1.306, 6.260], [0.533, 3.575, 7.125], [0.388, 5.550, 5.630], [-0.128, 5.199, 3.222], [-0.474, 2.944, 2.344]], "lowdin_charge": [0.81, -0.04, -0.26, -0.03, -0.04, -0.35, -0.06, -0.03, 0.99, -0.58, -0.30, -0.05, -0.01, -0.16, -0.04, -0.08, -0.07, -0.03, -0.11, -0.15, -0.13, -0.11, -0.01, -0.06, -0.07, -0.03, -0.16, -0.01, -0.07, -0.29, 1.05, -0.59, -0.37, -0.06, -0.03, -0.26, -0.05, -0.03, -0.06, 0.08, 0.09, 0.08, 0.11, 0.12, 0.11, 0.12, 0.12, 0.13, 0.12, 0.11, 0.10, 0.12, 0.12, 0.11, 0.10, 0.11, 0.12, 0.12, 0.12, 0.11, 0.08, 0.08, 0.08, 0.12, 0.10, 0.20, -0.50, 0.06, -0.12, 0.01, -0.04, -0.11, 0.03, -0.10, 0.11, 0.09, 0.13, 0.11, 0.12, 0.09, -0.13, -0.11, -0.05, -0.34, -0.06, -0.12, -0.11, -0.34, -0.05, -0.11, -0.13, -0.11, -0.10, 0.09, 0.09, 0.10, 0.08, 0.09, 0.10, 0.09, 0.09, 0.10, 0.03]}